{
  "formula": "C30H28F5NO2S3Sc",
  "method": "ωB97M-V with the def2-TZVPD basis set",
  "charge": -1,
  "e_homo_ha": -0.1460,
  "orbital_gap_ev": 6.0,
  "e_above_lowest_ev": 0.800,
  "species": ["C", "H", "C", "C", "H", "C", "S", "H", "C", "H", "C", "H", "H", "C", "C", "C", "H", "C", "F", "C", "Sc", "C", "H", "C", "F", "C", "C", "H", "H", "H", "C", "H", "C", "N", "H", "C", "C", "H", "C", "H", "C", "H", "H", "H", "C", "C", "F", "H", "C", "C", "C", "H", "H", "F", "H", "H", "C", "C", "H", "C", "C", "S", "H", "O", "H", "H", "O", "F", "S", "H"],
  "xyz": [[0.858, -3.538, -2.614], [4.459, -5.008, 1.158], [-3.699, 0.584, 2.297], [-0.918, 5.126, 0.214], [0.637, -2.568, -3.090], [2.901, 3.125, -0.267], [0.735, -0.074, -3.263], [2.180, 0.068, 1.020], [4.128, 0.943, 0.933], [-4.253, 1.989, 3.808], [1.381, -4.592, -0.147], [-3.866, 2.947, 0.085], [-5.617, 3.366, 2.263], [4.254, 3.143, 0.011], [-1.909, -0.843, -0.706], [-4.201, -1.257, -1.442], [-3.171, -0.109, 2.950], [-1.726, 4.101, -1.792], [-5.606, -2.731, -0.237], [2.765, 0.923, 0.684], [0.302, -0.050, -1.040], [-0.857, 3.036, -1.602], [3.749, -8.528, 1.226], [-0.060, 4.059, 0.422], [-5.204, -1.029, -2.308], [-1.761, 5.158, -0.891], [0.859, -5.857, 0.068], [-2.364, 4.104, -2.669], [1.922, -3.754, -2.678], [5.950, 2.081, 0.811], [-0.012, 2.992, -0.484], [3.043, -3.269, 0.085], [3.450, -5.249, 0.846], [0.787, 1.870, -0.272], [4.832, 4.020, -0.259], [3.791, -7.574, 1.753], [4.888, 2.056, 0.605], [-0.941, 5.934, 0.937], [2.116, 2.002, 0.057], [0.252, -4.346, -3.025], [-2.192, -1.701, 0.334], [3.442, -7.748, 2.773], [2.437, 3.969, -0.760], [0.566, 4.028, 1.304], [2.954, -6.532, 1.067], [-4.725, 1.488, 2.960], [-3.606, -3.189, 1.558], [-5.592, 0.937, 3.325], [-3.396, -2.361, 0.517], [-4.415, -2.129, -0.389], [-2.964, -0.639, -1.577], [-2.436, 5.992, -1.044], [-0.162, -6.083, -0.213], [-2.852, 0.217, -2.608], [-4.130, 0.032, 1.457], [-3.368, 3.852, 1.510], [-5.085, 2.498, 1.872], [1.653, -6.822, 0.666], [4.835, -7.266, 1.809], [2.673, -4.273, 0.242], [-3.783, 2.904, 1.170], [0.373, -3.331, -0.904], [-5.743, 2.013, 1.145], [-1.770, 2.311, 2.799], [1.249, -7.813, 0.838], [4.590, 0.087, 1.411], [1.056, -2.052, -0.449], [-1.244, -1.945, 1.284], [-2.463, 1.719, 1.616], [-0.796, 2.249, -2.349]],
  "mulliken_charge": [-0.802, 0.312, -0.469, -0.694, 0.067, -0.046, -0.745, 0.583, -0.809, 0.339, 0.314, 0.303, 0.371, -0.633, 0.495, 0.190, 0.589, -0.733, -0.367, -0.586, -0.111, -0.080, 0.359, 0.509, -0.354, -0.542, -0.634, 0.417, 0.354, 0.361, -0.619, 0.489, -0.714, 0.363, 0.336, -1.447, -0.529, 0.334, 0.217, 0.358, 0.406, 0.305, 0.427, 0.487, 0.962, -0.815, -0.380, 0.367, -0.035, 0.733, 0.209, 0.356, 0.413, -0.363, -0.229, 0.375, -0.682, -0.641, 0.347, -0.524, -0.701, 0.571, 0.256, -0.807, 0.361, 0.365, -0.283, -0.564, 0.947, 0.386]
}

=====

{
  "formula": "C30H28N2PtSi",
  "method": "ωB97M-V with the def2-TZVPD basis set",
  "charge": 2,
  "e_homo_ha": [-0.3774, -0.4710],
  "spin_multiplicity": 5,
  "orbital_gap_ev": [2.7, 2.8],
  "s_squared": 6.052,
  "species": ["C", "C", "N", "H", "C", "H", "H", "C", "C", "C", "H", "C", "H", "C", "C", "C", "C", "H", "H", "C", "C", "H", "C", "H", "H", "H", "H", "C", "H", "Si", "C", "C", "C", "H", "C", "C", "C", "Pt", "H", "H", "C", "N", "C", "C", "H", "C", "H", "C", "H", "H", "H", "H", "H", "C", "H", "C", "H", "C", "H", "H", "C", "H"],
  "xyz": [[-0.964, 0.627, -2.267], [1.341, -4.133, 4.083], [2.048, -0.564, 2.097], [-0.347, 0.722, -3.142], [3.475, -0.532, -0.360], [3.887, 1.159, 4.309], [-0.670, -5.553, 2.730], [1.893, 3.414, -3.613], [2.370, 1.048, -5.067], [1.789, 3.773, -0.173], [-1.788, -0.560, 0.765], [-0.758, -0.287, -1.211], [1.650, 4.300, -3.025], [1.875, -1.711, 2.791], [0.604, -3.861, 2.891], [3.340, 0.322, 3.892], [-2.055, 1.494, -1.882], [2.405, 1.487, 2.304], [1.257, 4.280, -5.454], [1.541, 5.997, 1.466], [1.653, 3.386, -4.989], [4.146, -1.066, -1.080], [0.459, 5.622, 0.662], [4.015, -1.152, 5.366], [-1.787, -4.749, 0.582], [2.842, 0.110, -3.139], [3.740, 3.461, 0.740], [0.984, -2.691, 2.247], [1.795, -1.550, -1.551], [1.308, 2.635, -1.519], [-0.373, -4.639, 2.243], [2.698, 5.215, 1.482], [-1.700, -0.051, -0.188], [2.840, -3.504, 5.498], [2.269, -3.255, 4.605], [2.840, 4.065, 0.689], [2.524, -1.961, 4.032], [2.199, -1.848, 0.013], [3.507, 5.510, 2.133], [1.434, 6.907, 2.075], [3.374, -0.929, 4.505], [0.640, -2.545, 0.929], [2.540, 1.005, -3.679], [-2.521, 1.071, -0.617], [-2.378, 2.370, -2.441], [2.588, 0.500, 2.720], [1.668, 2.191, -6.761], [1.879, 2.197, -5.691], [-0.028, -1.081, -1.240], [-0.899, -2.648, -0.503], [-3.331, 1.533, -0.030], [4.268, -0.512, 0.417], [-0.287, 4.322, -0.805], [-0.473, -3.101, 0.393], [2.598, 0.163, -5.653], [2.246, 2.177, -2.979], [3.197, 0.483, -0.620], [-0.967, -4.225, 1.055], [1.144, -5.079, 4.560], [0.051, 2.767, -1.932], [0.589, 4.527, -0.165], [-0.484, 6.145, 0.628]],
  "mulliken_charge": [-1.556, -0.874, -0.303, 0.796, -1.093, 0.418, 0.455, -1.040, -0.431, 0.949, 0.609, 0.304, 0.544, -0.060, 1.058, -0.591, -0.121, 0.439, 0.431, -0.518, -0.651, 0.359, -0.734, 0.432, 0.396, 0.307, 0.556, 0.698, -0.002, 0.751, -0.822, -0.534, 0.121, 0.387, -0.936, -0.413, 0.774, 0.972, 0.434, 0.408, -0.809, -0.143, -0.341, -0.918, 0.562, -0.484, 0.417, -0.489, 0.264, 0.623, 0.459, 0.426, 0.291, -0.435, 0.444, 1.036, 0.122, -0.913, 0.442, -0.345, -0.559, 0.439]
}